Molecular formula: C18H15AsGeS4TcTe
Method: DFT, ωB97M-V/def2-TZVPD

Output
Multiplicity: 2
Total charge: +2
E_tot: -6948.51376 Eh

CARTESIAN COORDINATES (ANGSTROEM)
Tc: -2.68363 0.28794 0.76536
S: -5.96691 -1.45378 2.80164
As: -4.10531 -2.10472 2.56614
S: -2.58846 0.30129 2.81784
S: -3.50249 -1.38808 -0.11153
S: -2.69785 -3.46517 2.92297
C: 0.37168 -3.85739 -2.50190
C: -0.03456 -3.95700 -1.17519
C: -0.19606 -2.81137 -0.41470
C: 0.05202 -1.55892 -0.97684
C: 0.46949 -1.46439 -2.30240
C: 0.62704 -2.61549 -3.06307
Ge: -0.13083 0.03172 0.10199
C: -0.09272 1.65328 -1.05074
C: 0.88038 2.63306 -0.88180
C: 0.92769 3.72521 -1.73412
C: -0.01227 3.89885 -2.76723
C: -0.98603 2.96114 -2.96298
C: -1.07505 1.81744 -2.09724
C: 0.99359 0.25514 1.64798
C: 1.95857 -0.71535 1.91068
C: 2.81098 -0.56373 2.99599
C: 2.69886 0.55007 3.81481
C: 1.73681 1.52083 3.55467
C: 0.88231 1.37413 2.47500
H: 0.49564 -4.75313 -3.09514
H: -0.21683 -4.92900 -0.73675
H: -0.50918 -2.89523 0.62136
H: 0.69432 -0.50203 -2.74944
H: 0.95491 -2.54089 -4.09103
H: 1.62002 2.52920 -0.09777
H: 1.71139 4.46215 -1.60850
H: 0.05687 4.76004 -3.41715
H: -1.70336 3.05908 -3.76818
H: -1.57471 0.93414 -2.48570
H: 2.05947 -1.58212 1.26747
H: 3.56379 -1.31364 3.19738
H: 3.36418 0.66641 4.65964
H: 1.65778 2.38974 4.19404
H: 0.13283 2.13589 2.28114
Te: -2.64438 2.52471 -0.50669

***

Molecular formula: C32H45N3O15
Method: DFT, ωB97M-V/def2-TZVPD

Output
Multiplicity: 2
Total charge: +1
E_tot: -2538.92821 Eh

CARTESIAN COORDINATES (ANGSTROEM)
C: 2.57791 5.85266 3.61943
C: 3.17197 4.58823 4.22935
C: 2.10769 3.93768 5.09252
O: 2.17215 2.59778 4.67534
C: 2.96850 2.43677 3.59062
O: 3.25678 1.34430 3.09255
O: 3.36757 3.64208 3.25171
H: 3.30756 6.33166 2.96654
H: 2.50114 6.57803 4.42940
H: 1.57886 5.76635 3.19218
H: 4.10000 4.76790 4.77210
H: 1.13532 4.40983 4.95223
H: 2.38217 4.05753 6.14056
C: 0.84392 5.70377 -1.91619
C: 1.27295 5.76199 -0.48849
C: 2.23133 4.68011 0.03407
O: 3.37890 5.38722 0.40921
C: 3.28287 6.70268 0.09631
O: 4.14133 7.55645 0.15712
O: 2.05526 6.90587 -0.38060
H: 0.03137 4.98057 -1.98580
H: 1.71354 5.46058 -2.52671
H: 0.43352 6.62569 -2.32818
H: 0.47230 5.85634 0.24511
H: 2.29631 3.95821 -0.78002
H: 1.74307 4.21917 0.89269
C: -4.43592 -0.05931 0.79398
C: -5.36856 -1.08553 0.13821
C: -6.25487 -0.52466 -1.00970
O: -6.15046 -1.54306 -1.94568
C: -5.00993 -2.28480 -1.77732
O: -4.53375 -3.15682 -2.49075
O: -4.51759 -1.97633 -0.53083
H: -3.91268 -0.59388 1.58680
H: -4.96896 0.73323 1.31918
H: -3.71742 0.43486 0.14003
H: -5.95821 -1.64030 0.86804
H: -5.95778 0.47452 -1.32824
H: -7.26276 -0.58225 -0.59869
C: -0.66293 -1.50385 -0.01936
C: -0.11686 -0.11406 0.40199
C: 1.26924 0.34515 -0.01006
O: 1.03574 1.73856 -0.18730
C: -0.29799 1.96488 -0.40688
O: -0.80727 3.02269 -0.80604
O: -0.99630 0.88332 -0.04135
H: -1.65876 -1.67959 0.38752
H: -0.15293 -2.42643 0.25784
H: -0.70869 -1.57007 -1.10638
H: -0.16549 -0.13818 1.49063
H: 1.54258 -0.12544 -0.95448
H: 1.97800 0.30472 0.81706
C: 2.33309 -5.49971 -1.72156
C: 3.07374 -4.31589 -2.24842
C: 2.19217 -3.13602 -2.63227
O: 2.81616 -2.05106 -2.03231
C: 3.66171 -2.46814 -1.06521
O: 4.38984 -1.80771 -0.32657
O: 3.77335 -3.82282 -1.17720
H: 1.66767 -5.88626 -2.49350
H: 1.63927 -5.36618 -0.89156
H: 3.03457 -6.27869 -1.42288
H: 3.76207 -4.51769 -3.06914
H: 1.19721 -3.21150 -2.19358
H: 2.10788 -3.02152 -3.71296
N: -2.43335 2.21855 -3.21616
C: -2.72078 0.86942 -3.01639
C: -3.48022 0.36179 -4.02475
C: -3.47650 1.43822 -4.95601
C: -3.00671 2.56799 -4.38304
H: -1.88377 2.79316 -2.59337
H: -2.44600 0.36121 -2.10392
H: -3.87023 -0.63874 -4.13976
H: -4.01962 1.43049 -5.88948
H: -3.00127 3.55684 -4.81725
N: -0.63120 -6.67939 -0.84937
C: -1.18478 -5.85850 -1.77324
C: -1.66125 -4.69146 -1.20207
C: -1.38132 -4.83382 0.19445
C: -0.81048 -6.08078 0.35016
H: -0.08633 -7.51119 -1.02636
H: -1.09426 -6.14880 -2.80954
H: -2.13699 -3.85487 -1.69217
H: -1.53831 -4.14343 1.01000
H: -0.35659 -6.52635 1.22300
N: 0.81103 -2.44457 3.98520
C: 1.95816 -1.73745 3.57629
C: 2.44238 -2.27711 2.40757
C: 1.68241 -3.34857 2.09481
C: 0.65262 -3.46809 3.06296
H: 0.14789 -2.22282 4.71401
H: 2.25135 -0.83026 4.08369
H: 3.28516 -1.85093 1.88365
H: 1.83443 -4.00283 1.24910
H: -0.22838 -4.07169 3.22390